C26H27ClN5O2S4Ti as an isolated structure. Source: the OMol25 dataset; level of theory: ωB97M-V/def2-TZVPD.

Each line ends with the Löwdin charge.
CARTESIAN COORDINATES (ANGSTROEM)
Ti -1.14 -0.43 0.33  0.476
S -2.69 -0.15 -1.47  0.611
C -2.65 -1.67 -2.39  -0.627
C -3.78 -2.12 -3.05  -0.086
C -3.74 -3.32 -3.75  -0.058
C -2.57 -4.07 -3.80  -0.064
C -1.42 -3.61 -3.16  -0.070
C -1.49 -2.43 -2.45  -0.511
S -0.12 -1.63 -1.68  0.990
C 0.74 -2.91 -0.74  -0.314
C 1.60 -2.13 0.22  -0.314
C 2.84 -2.59 0.57  0.010
C 3.64 -1.82 1.40  -0.007
C 3.17 -0.58 1.80  0.009
C 1.91 -0.17 1.41  -0.298
C 1.46 1.20 1.84  -0.328
S -0.12 1.73 1.14  0.990
C -1.09 2.05 2.60  -0.515
C -0.61 2.82 3.65  -0.082
C -1.44 3.09 4.73  -0.064
C -2.75 2.61 4.73  -0.059
C -3.23 1.87 3.66  -0.084
C -2.40 1.58 2.58  -0.625
S -3.00 0.71 1.18  0.676
N 1.12 -0.94 0.65  0.022
H -4.70 -1.55 -3.00  0.113
H -4.62 -3.68 -4.25  0.114
H -2.54 -5.01 -4.34  0.112
H -0.50 -4.17 -3.22  0.114
H 1.36 -3.52 -1.39  0.101
H 0.00 -3.53 -0.24  0.102
H 3.19 -3.54 0.19  0.128
H 4.63 -2.15 1.69  0.125
H 3.78 0.07 2.41  0.132
H 2.21 1.92 1.53  0.103
H 1.37 1.23 2.92  0.100
H 0.40 3.22 3.64  0.115
H -1.08 3.68 5.56  0.112
H -3.40 2.83 5.56  0.113
H -4.25 1.52 3.65  0.113
C 0.36 3.98 -4.79  -0.072
C 0.87 2.75 -5.52  -0.411
C 2.38 2.78 -5.69  -0.072
C 0.39 1.46 -4.86  -0.101
N 0.91 1.29 -3.50  -0.094
C 0.45 1.73 -2.33  -0.189
N 1.25 1.33 -1.38  -0.022
N 2.25 0.66 -1.99  -0.019
N 2.04 0.61 -3.25  0.067
H 0.61 4.89 -5.34  0.085
H 0.82 4.07 -3.80  0.074
H -0.73 3.96 -4.66  0.082
H 0.41 2.73 -6.52  0.140
H 2.89 2.82 -4.73  0.075
H 2.68 3.67 -6.25  0.084
H 2.75 1.90 -6.23  0.082
H 0.72 0.58 -5.41  0.131
H -0.69 1.43 -4.78  0.132
H -0.46 2.31 -2.22  0.133
Cl -2.41 -4.52 2.60  0.639
C -1.50 -3.15 3.22  -0.472
C -1.31 -2.06 2.21  -0.650
O -0.88 -0.94 2.54  -0.034
O -1.55 -2.25 0.95  -0.162
H -0.51 -3.49 3.53  0.099
H -1.99 -2.73 4.09  0.100

## Properties
- HOMO-LUMO gap: 7.137 eV
- Energy above the lowest of the compared OMol25 structures with the same formula, charge and spin: 0.0 kJ/mol
- HOMO energy: -10.8 eV
- M: 653.1 u
- Net charge: +1

A 2-piece molecular cluster, C2Cl6FP overall. Source: the OMol25 dataset; level of theory: ωB97M-V/def2-TZVPD.

Each line ends with the Löwdin charge.
CARTESIAN COORDINATES (ANGSTROEM)
C -2.19 2.17 -1.90  -1.062
C 1.31 -1.15 1.50  -1.832
F 0.31 -0.90 -0.66  -0.442
P 0.83 0.27 0.31  0.466
Cl -1.29 2.51 -3.22  0.588
Cl -0.89 0.84 1.19  0.248
Cl -3.03 0.65 -1.94  0.465
Cl 0.01 -2.36 1.62  0.536
Cl 1.92 -0.51 3.04  0.521
Cl 2.63 -1.94 0.60  0.512

## Properties
- HOMO-LUMO gap: 8.399 eV
- Energy above the lowest of the compared OMol25 structures with the same formula, charge and spin: 2.4 kJ/mol
- HOMO energy: -9.5 eV
- M: 286.7 u
- Net charge: 0

A 2-piece molecular cluster, C2H7NO3 overall. Source: the OMol25 dataset; level of theory: ωB97M-V/def2-TZVPD.

Each line ends with the Löwdin charge.
CARTESIAN COORDINATES (ANGSTROEM)
O -0.32 -0.78 -1.94  0.102
C -0.44 -1.58 -1.07  -0.401
O -0.31 -2.91 -1.23  0.074
H -0.72 -1.34 -0.03  0.124
H -0.88 -3.39 -0.62  0.107
N 0.91 1.90 2.29  0.015
C -0.07 1.34 1.39  -0.362
O 0.20 1.71 0.04  -0.075
H 1.84 1.77 1.88  0.075
H 0.76 2.89 2.40  0.062
H 0.03 0.25 1.48  0.091
H -1.05 1.68 1.72  0.115
H -0.62 1.66 -0.46  0.074

## Properties
- HOMO-LUMO gap: 10.495 eV
- Energy above the lowest of the compared OMol25 structures with the same formula, charge and spin: 136.5 kJ/mol
- HOMO energy: -10.0 eV
- M: 93.1 u
- Net charge: 0
- SMILES: O=CO.NCO

C20H41BrCaFKLiN3NaO6S2 as an isolated structure. Source: the OMol25 dataset; level of theory: ωB97M-V/def2-TZVPD.

Each line ends with the Löwdin charge.
CARTESIAN COORDINATES (ANGSTROEM)
C 1.74 -0.98 2.58  -0.093
C 2.88 -0.48 1.52  -0.391
C 3.76 0.76 2.19  -0.176
C 2.35 -0.18 0.00  -0.219
C 1.02 0.77 -0.10  -0.254
C 0.41 0.53 -1.64  -0.087
C 1.30 2.38 0.05  -0.219
O 0.30 3.07 0.93  -0.310
C -1.06 2.97 0.36  -0.164
C -1.99 4.23 0.90  -0.233
C -3.57 4.13 0.43  -0.255
C -4.39 2.91 1.15  -0.451
S -6.29 3.11 0.97  0.655
C -6.94 1.60 1.94  -0.953
S -6.45 1.48 3.59  0.428
N -7.81 0.52 1.35  -0.207
C -7.66 -0.08 -0.04  -0.013
C -8.86 -1.21 -0.07  -0.077
N -9.57 -1.16 1.29  -0.031
C -8.94 -0.07 2.17  -0.081
H 0.73 -0.40 2.54  0.097
H 2.19 -0.77 3.67  0.089
H 1.59 -2.16 2.55  0.070
H 3.66 -1.38 1.42  0.085
H 3.17 1.76 2.27  -0.015
H 4.78 0.82 1.61  0.077
H 4.00 0.41 3.30  0.112
H 3.22 0.31 -0.64  0.132
H 2.10 -1.23 -0.50  -0.065
H 0.15 0.47 0.62  0.143
H -0.76 0.46 -1.56  0.090
H 0.80 1.33 -2.41  0.078
H 0.76 -0.53 -2.07  0.056
H 2.42 2.60 0.39  -0.101
H 1.20 2.94 -1.00  0.136
H -0.97 3.18 -0.82  0.075
H -1.86 4.42 2.07  0.088
H -1.56 5.20 0.35  0.110
H -4.13 5.14 0.71  0.096
H -3.63 3.95 -0.73  0.122
H -4.11 1.88 0.63  0.096
H -4.11 2.77 2.30  0.065
H -6.86 0.23 -0.83  0.109
H -9.08 -1.89 -0.99  0.100
H -9.33 0.19 3.25  0.126
K 3.73 3.01 1.10  0.970
C 5.15 -3.56 -2.25  -0.122
C 5.97 -3.00 -1.10  -0.299
O 5.69 -3.62 0.15  -0.268
C 5.94 -5.02 0.24  -0.290
C 7.39 -5.40 0.01  -0.070
H 4.08 -3.51 -2.02  -0.099
H 5.34 -2.99 -3.16  0.098
H 5.40 -4.61 -2.45  0.087
H 5.73 -1.94 -0.98  0.106
H 7.04 -3.06 -1.31  0.119
H 5.27 -5.57 -0.43  0.095
H 5.66 -5.32 1.26  0.122
H 7.70 -5.18 -1.02  0.069
H 7.54 -6.47 0.18  0.087
H 8.05 -4.84 0.68  0.088
O -3.18 -0.44 -0.30  -0.114
H -3.10 -1.14 0.36  -0.042
H -4.13 -0.28 -0.35  -0.005
C 0.56 -0.39 -6.04  0.044
N 1.63 0.13 -5.15  -0.422
O 2.03 1.28 -5.35  0.048
O 2.05 -0.64 -4.27  0.001
H 0.29 0.38 -6.76  0.098
H 0.95 -1.27 -6.55  0.103
H -0.30 -0.64 -5.41  0.106
Na -8.27 5.15 0.87  0.657
F 0.73 4.44 2.81  -0.699
O -3.33 -2.66 1.48  -0.479
H -4.21 -2.75 1.81  -0.175
Li -5.27 3.32 4.79  0.673
Ca 2.83 -3.16 -0.47  1.038
Br 0.43 5.76 3.98  0.638

## Properties
- HOMO-LUMO gap: 1.395 eV
- HOMO energy: -5.7 eV
- M: 691.7 u
- Net charge: +1

CH2F3NO as an isolated structure. Source: the OMol25 dataset; level of theory: ωB97M-V/def2-TZVPD.

Each line ends with the Löwdin charge.
CARTESIAN COORDINATES (ANGSTROEM)
C 1.20 -0.14 0.06  -0.677
N -1.85 0.46 -0.33  0.213
O -0.25 -0.23 -0.06  -0.109
F 1.73 0.05 -1.19  0.103
F 1.71 -1.34 0.40  0.152
F 1.69 0.75 0.87  0.189
H -2.33 -0.43 -0.34  0.065
H -1.92 0.87 0.60  0.063

## Properties
- HOMO-LUMO gap (spin up / spin down): 9.591 / 9.592 eV
- Energy above the lowest of the compared OMol25 structures with the same formula, charge and spin: 196.0 kJ/mol
- HOMO energy (spin up / spin down): -11.1 / -11.1 eV
- M: 101.0 u
- Net charge: 0

One molecule with the formula C5H8O. Source: the OMol25 dataset; level of theory: ωB97M-V/def2-TZVPD.

Each line ends with the Löwdin charge.
CARTESIAN COORDINATES (ANGSTROEM)
C 2.04 0.45 0.06  -0.029
O 1.39 -0.79 -0.28  -0.056
C 0.14 -0.73 -0.68  -0.181
C -1.47 -0.76 0.60  -0.009
C -0.74 0.34 -0.54  -0.396
C -0.99 1.59 -0.84  0.017
H 2.02 1.13 -0.79  0.100
H 3.07 0.18 0.31  0.094
H 1.55 0.92 0.91  0.100
H -0.17 -1.68 -1.10  0.150
H -2.28 -1.30 0.10  0.074
H -0.92 -1.46 1.24  0.074
H -1.87 0.02 1.26  0.077
H -1.77 2.08 -0.24  -0.013

## Properties
- HOMO-LUMO gap: 7.772 eV
- Energy above the lowest of the compared OMol25 structures with the same formula, charge and spin: 565.2 kJ/mol
- HOMO energy: -7.3 eV
- M: 84.1 u
- Net charge: 0

Computed calculated total energy (eV) in order:
-117922.632 -89212.960 -9819.546 -171941.043 -12755.854 -7356.398